*1*
C4H9BrCl2Si in the gas phase, computed with wB97M-V/def2-TZVPD.

highest occupied orbital energy	-9.89	eV
LUMO energy	0.7	eV
spin multiplicity	1
HOMO-LUMO gap	0.3875	Ha
SMILES	C[Si](C)(CBr)C(Cl)Cl
total charge	0

Element x y z (Å)
H1 1.21 -1.91 -1.26
H2 0.38 -0.90 -2.55
C1 -1.73 -0.34 0.85
H3 -0.35 -2.06 -1.42
H4 2.38 -0.16 0.91
Cl1 0.16 2.98 0.78
H5 1.37 -1.43 1.67
H6 -1.88 0.49 1.61
C2 0.10 1.86 -0.59
H7 -1.82 -1.25 1.40
Br1 -3.14 -0.14 -0.51
Cl2 1.46 2.34 -1.66
Si1 0.03 -0.10 -0.04
C3 0.34 -1.28 -1.50
C4 1.26 -0.45 1.33
H8 1.06 0.27 2.12
H9 -0.83 2.07 -1.14

For reference, the Mulliken charges in units of e are: 0.36, 0.32, -0.70, 0.41, 0.24, -0.17, 0.40, 0.31, -0.11, 0.42, -0.19, -0.18, 0.49, -1.18, -1.00, 0.30, 0.27



*2*
2 unconnected molecules or ions with the total composition C4H9BrCl2Si, computed with wB97M-V/def2-TZVPD.

highest occupied orbital energy (alpha / beta)	-8.06 / -8.48	eV
LUMO energy (alpha / beta)	-0.2 / -1.3	eV
spin multiplicity	1
HOMO-LUMO gap (alpha / beta)	0.2885 / 0.2655	Ha
total charge	0

Element x y z (Å)
H1 5.11 -1.15 -0.04
C1 5.13 -0.16 0.26
C2 -2.53 -0.68 -0.18
H2 -2.84 -1.10 -1.04
H3 -1.23 1.79 0.07
H4 -0.78 0.80 1.56
H5 -1.04 0.09 -1.49
H6 5.72 0.18 1.06
C3 -0.55 0.83 0.44
H7 -3.14 0.32 -0.02
Cl1 1.50 -2.22 -1.35
H8 -2.81 -1.36 0.69
Cl2 0.95 -1.62 1.87
Si1 0.01 -1.89 -0.01
H9 0.52 1.16 0.19
C4 -1.01 -0.33 -0.43
Br1 3.47 0.57 -0.06

For reference, the Mulliken charges in units of e are: 0.28, -0.61, -1.34, 0.47, 0.33, 0.34, 0.30, 0.31, -1.25, 0.28, -0.21, 0.36, -0.24, 0.27, 0.17, 0.48, 0.05



Energies relative to the most stable structure, in hartree: *1* 0.0000; *2* 0.0622.



*1*
A molecular structure, C2H8NO2P, computed with wB97M-V/def2-TZVPD.

highest occupied orbital energy	-8.89	eV
LUMO energy	0.5	eV
spin multiplicity	1
HOMO-LUMO gap	0.3466	Ha
total charge	0

Element x y z (Å)
O1 -0.38 0.50 1.18
H1 1.05 1.41 -1.72
C1 1.59 0.52 -1.32
H2 -2.38 -1.13 -1.07
O2 0.21 -1.84 0.45
H3 1.90 -0.18 -2.06
H4 2.39 0.86 -0.58
H5 0.94 0.83 2.46
H6 0.29 -0.85 2.38
H7 -1.68 0.39 -1.48
N1 0.24 0.18 2.40
P1 -0.21 -0.57 -0.09
H8 -2.14 0.21 0.19
C2 -1.81 -0.32 -0.73

For reference, the Mulliken charges in units of e are: -0.33, 0.29, -0.90, 0.37, -0.71, 0.33, 0.26, 0.22, 0.30, 0.31, -0.38, 0.77, 0.31, -0.83



*2*
C2H8NO2P in the gas phase, computed with wB97M-V/def2-TZVPD.

highest occupied orbital energy	-9.31	eV
LUMO energy	-0.9	eV
spin multiplicity	1
HOMO-LUMO gap	0.3103	Ha
SMILES	CN[P@@](C)(=O)O
total charge	0

Element x y z (Å)
P1 0.71 0.73 -0.31
O1 2.17 0.67 -0.23
H1 -1.00 1.67 1.14
H2 -1.01 -2.82 -0.09
H3 1.03 2.62 -1.81
H4 0.59 1.76 1.81
H5 -1.75 -1.23 0.07
O2 0.39 2.31 -1.16
C1 -0.96 -1.78 -0.43
H6 -0.23 0.01 1.71
N1 0.31 -1.29 -0.07
H7 0.95 -1.91 -0.44
C2 -0.11 1.17 1.25
H8 -1.09 -1.92 -1.45

For reference, the Mulliken charges in units of e are: 0.91, -0.63, 0.34, 0.33, 0.31, 0.34, 0.32, -0.58, -0.88, 0.24, -0.41, 0.23, -0.87, 0.33



*3*
C2H8NO2P in the gas phase, computed with wB97M-V/def2-TZVPD.

highest occupied orbital energy	-9.12	eV
LUMO energy	0.8	eV
spin multiplicity	1
HOMO-LUMO gap	0.3631	Ha
SMILES	CP(C)(=O)ON
total charge	0

Element x y z (Å)
P1 0.26 -0.40 -0.05
O1 1.23 -1.48 -0.39
H1 -1.31 1.19 -1.09
H2 -0.34 -1.56 1.78
H3 2.74 0.37 1.93
O2 1.12 0.85 0.74
C1 -0.91 -0.82 1.20
H4 -1.04 0.09 1.73
H5 2.61 -0.28 0.44
H6 0.07 0.77 -2.33
H7 -1.17 -0.45 -1.68
H8 -1.80 -1.24 0.91
N1 2.48 0.64 0.96
C2 -0.58 0.46 -1.37

For reference, the Mulliken charges in units of e are: 0.98, -0.79, 0.35, 0.26, 0.23, -0.30, -1.06, 0.36, 0.31, 0.26, 0.29, 0.45, -0.47, -0.87



Energies relative to the most stable structure, in hartree: *1* 0.0730; *2* 0.0280; *3* 0.0000.



*1*
A gas-phase ion, C4H11NO (charge +1), computed with wB97M-V/def2-TZVPD.

highest occupied orbital energy (alpha / beta)	-14.44 / -14.41	eV
LUMO energy (alpha / beta)	-3.6 / -9.2	eV
spin multiplicity	2
HOMO-LUMO gap (alpha / beta)	0.4000 / 0.1897	Ha
total charge	+1
expectation value of S²	0.76

Element x y z (Å)
H1 1.05 0.93 -1.00
C1 0.58 0.07 1.14
H2 -1.45 -0.68 1.67
H3 -0.34 -0.77 -1.15
N1 -1.62 0.97 -0.68
H4 -2.17 1.19 -1.43
H5 -2.17 -0.98 -1.00
H6 1.04 -0.43 2.01
H7 -0.29 -1.72 0.85
H8 2.06 1.24 0.53
H9 -0.83 1.67 -0.73
H10 1.99 -1.23 -1.18
O1 2.40 -0.54 -0.59
C2 -1.25 -0.45 -0.57
C3 -0.70 -0.79 0.86
H11 0.24 1.05 1.35
C4 1.47 0.46 -0.08

For reference, the Mulliken charges in units of e are: 0.33, -0.49, 0.31, 0.24, -0.13, 0.33, 0.41, 0.35, 0.39, 0.27, 0.31, 0.30, -0.48, -0.30, -0.66, 0.39, -0.60



*2*
A gas-phase ion, C4H11NO (charge +1), computed with wB97M-V/def2-TZVPD.

highest occupied orbital energy (alpha / beta)	-14.62 / -14.61	eV
LUMO energy (alpha / beta)	-2.9 / -8.0	eV
spin multiplicity	2
HOMO-LUMO gap (alpha / beta)	0.4312 / 0.2412	Ha
total charge	+1
expectation value of S²	0.75

Element x y z (Å)
H1 -1.22 -1.41 0.43
H2 -1.51 -0.97 -1.34
N1 -0.55 0.53 -0.34
H3 1.33 1.24 0.22
H4 -2.52 -0.38 -0.08
H5 0.75 -0.04 1.18
H6 -0.62 2.56 0.48
H7 0.99 -1.22 -1.47
C1 1.62 -0.77 -0.71
H8 2.51 -1.68 0.88
H9 2.59 -0.35 -0.92
C2 -1.47 -0.61 -0.28
H10 -2.10 1.79 -0.19
O1 1.96 -1.90 0.11
H11 -1.38 1.33 1.46
C3 0.83 0.27 0.16
C4 -1.20 1.64 0.42

For reference, the Mulliken charges in units of e are: 0.34, 0.40, 0.18, 0.40, 0.41, 0.43, 0.33, 0.29, -0.41, 0.31, 0.32, -0.93, 0.40, -0.54, 0.40, -0.46, -0.87



*3*
2 unconnected molecules or ions with the total composition C4H11NO, computed with wB97M-V/def2-TZVPD.

highest occupied orbital energy (alpha / beta)	-15.18 / -15.11	eV
LUMO energy (alpha / beta)	-4.8 / -9.9	eV
spin multiplicity	2
HOMO-LUMO gap (alpha / beta)	0.3798 / 0.1925	Ha
total charge	+1
expectation value of S²	0.76

Element x y z (Å)
H1 -2.34 1.03 0.06
C1 -0.62 0.81 1.22
H2 -0.98 1.89 -0.32
C2 0.62 -0.97 -1.46
H3 -0.91 -0.46 2.89
H4 0.27 -1.41 -0.46
C3 -1.10 -0.42 1.79
H5 -0.39 -1.25 1.58
H6 1.90 0.73 -1.98
N1 -1.56 1.48 0.40
H7 -0.21 -0.70 -2.03
H8 -2.05 -0.78 1.44
H9 1.67 0.76 -0.26
H10 2.59 -0.46 -0.88
H11 0.94 -1.77 -2.19
C4 1.72 0.13 -1.19
O1 0.44 1.39 1.38

For reference, the Mulliken charges in units of e are: 0.26, 0.80, 0.31, -0.68, 0.32, 0.05, -1.02, 0.32, 0.33, -0.31, 0.30, 0.42, 0.20, 0.31, 0.34, -0.78, -0.18



Energies relative to the most stable structure, in hartree: *1* 0.0413; *2* 0.0000; *3* 0.0300.



*1*
2 unconnected molecules or ions with the total composition C4H11NO, computed with wB97M-V/def2-TZVPD.

highest occupied orbital energy (alpha / beta)	-14.15 / -14.15	eV
LUMO energy (alpha / beta)	-3.6 / -7.7	eV
spin multiplicity	2
HOMO-LUMO gap (alpha / beta)	0.3864 / 0.2387	Ha
total charge	+1
expectation value of S²	0.78

Element x y z (Å)
H1 -0.39 -0.92 -3.17
C1 -0.51 -0.57 2.69
C2 -0.25 -0.71 -1.15
H2 1.11 -1.81 -2.35
H3 -1.04 -2.35 1.56
O1 1.02 3.82 -0.99
H4 1.25 4.75 -0.69
H5 -1.12 -0.91 3.55
H6 0.10 3.87 -1.32
N1 0.19 -1.15 0.19
C3 -0.75 -1.32 1.29
H7 -0.87 0.18 -1.00
C4 0.19 -1.19 -2.31
H8 -0.70 0.51 2.63
H9 0.58 -0.68 2.83
H10 -1.71 -0.81 1.01
H11 1.18 -1.51 0.39

For reference, the Mulliken charges in units of e are: 0.28, -0.96, 0.14, 0.26, 0.32, -0.66, 0.34, 0.35, 0.32, -0.01, -0.35, 0.35, -0.57, 0.31, 0.30, 0.24, 0.35



*2*
2 unconnected molecules or ions with the total composition C4H11NO, computed with wB97M-V/def2-TZVPD.

highest occupied orbital energy (alpha / beta)	-15.09 / -15.09	eV
LUMO energy (alpha / beta)	-4.3 / -9.0	eV
spin multiplicity	2
HOMO-LUMO gap (alpha / beta)	0.3960 / 0.2221	Ha
total charge	+1
expectation value of S²	0.75

Element x y z (Å)
H1 2.15 -2.58 -1.89
H2 -1.88 3.18 0.16
H3 -1.90 1.54 -0.39
H4 -1.52 1.41 1.99
C1 -1.25 2.30 0.05
H5 -0.15 2.50 1.92
H6 0.05 0.96 1.19
H7 2.33 -0.95 -1.27
H8 0.42 -1.12 0.95
O1 -0.27 -2.32 -1.88
H9 -1.17 -1.51 0.37
H10 -0.48 2.57 -0.67
C2 0.38 -1.90 -0.88
C3 -0.69 1.75 1.35
H11 2.29 -2.42 -0.18
N1 -0.17 -1.47 0.21
C4 1.87 -1.92 -1.05

For reference, the Mulliken charges in units of e are: 0.36, 0.33, 0.23, 0.29, -0.86, 0.35, 0.00, 0.33, 0.28, -0.17, 0.25, 0.29, 0.88, -0.62, 0.36, -0.28, -1.03



Energies relative to the most stable structure, in hartree: *1* 0.0294; *2* 0.0000.